C64H157N11O16 | ωB97M-V/def2-TZVPD

XYZ file:
```
248
Properties=species:S:1:pos:R:3:forces:R:3
C 2.5159 -3.5005 -3.4154 0.67 -0.68 -0.53
C 2.4978 -2.5868 -2.1660 0.14 0.63 -0.68
C 2.9972 -1.0835 -2.5380 0.08 -2.50 0.09
C 1.0516 -2.3936 -1.6671 -0.23 -0.62 0.70
C 0.4343 -3.5882 -0.9843 1.68 -2.60 1.86
C 1.3957 -4.1635 0.2108 -2.12 2.58 -2.08
C 2.8763 -4.2969 -0.2185 -0.46 -1.27 0.79
C 3.6205 -4.4026 1.1198 0.35 0.61 -0.16
C 2.9785 -5.6988 -0.8681 -0.01 -0.26 -1.24
N 3.3309 -3.1174 -1.0391 -2.65 0.41 1.05
O 4.6877 -3.0685 -1.2935 0.25 -1.19 -0.90
H 3.3999 -4.1328 -3.4967 0.40 0.13 0.58
H 1.7186 -4.2426 -3.4564 -0.39 0.23 0.24
H 2.5506 -3.0317 -4.3988 -0.43 0.70 0.14
H 4.0046 -1.2185 -2.9316 0.21 0.44 0.41
H 2.4256 -0.6466 -3.3569 -0.40 -0.16 0.19
H 2.9285 -0.4825 -1.6313 0.29 0.10 -0.17
H 1.1662 -1.5983 -0.9305 -0.58 0.28 0.01
H 0.3317 -2.1679 -2.4537 0.48 0.77 -0.39
H -0.5556 -3.5404 -0.5305 -0.03 1.05 0.02
H 0.2795 -4.4724 -1.6027 0.27 0.17 -0.88
H 0.8266 -5.0229 0.5653 0.92 -0.54 0.05
H 1.2444 -3.3982 0.9720 0.56 0.09 0.33
H 4.6967 -4.3050 0.9769 0.08 -0.29 0.10
H 3.3649 -5.3610 1.5716 0.23 -0.06 -0.05
H 3.3029 -3.6397 1.8306 0.03 0.25 -0.09
H 3.9645 -6.1332 -1.0332 0.44 0.78 -0.30
H 2.4390 -5.6465 -1.8138 0.23 -0.23 -0.25
H 2.5239 -6.5436 -0.3506 -0.53 0.52 0.70
H 5.0314 -2.6365 -0.5081 0.34 0.74 0.29
C -4.1105 -0.4481 -6.4312 1.01 -1.89 0.02
C -3.4021 -1.0960 -5.2167 -0.82 1.18 1.02
C -4.5128 -1.5764 -4.1415 1.28 0.59 0.37
C -2.5426 -2.3738 -5.4533 -1.20 0.98 0.28
C -1.2535 -2.1048 -6.1590 -0.48 -0.51 -0.55
C -0.3750 -1.0293 -5.6157 0.02 -0.29 0.27
C -1.1290 0.1930 -5.1255 0.17 2.72 -2.95
C -0.2317 0.9341 -4.1134 -0.96 -0.66 0.50
C -1.2612 1.1632 -6.4226 -0.51 0.02 0.67
N -2.5004 -0.0580 -4.6312 0.77 -1.73 1.71
O -3.1810 1.1172 -4.1740 0.56 -0.68 -0.70
H -3.3665 -0.3491 -7.2216 -0.13 0.33 -0.12
H -4.7763 -1.2471 -6.7575 -0.75 0.58 -0.31
H -4.5489 0.5191 -6.1855 -0.21 -0.36 -0.01
H -5.2172 -0.8395 -3.7554 0.26 0.50 -0.37
H -5.1509 -2.4359 -4.3469 0.30 -0.11 -0.99
H -3.9149 -1.9160 -3.2957 0.01 0.11 0.35
H -2.4298 -2.8126 -4.4619 0.20 -0.27 -0.08
H -3.2035 -2.9829 -6.0700 0.19 -0.51 0.09
H -0.6467 -3.0013 -6.2864 -0.21 -0.18 -0.20
H -1.5698 -1.7416 -7.1369 0.19 -0.29 -0.43
H 0.1882 -0.8178 -6.5247 0.58 0.81 0.47
H 0.3407 -1.3462 -4.8572 -0.15 -0.39 0.17
H -0.2665 0.2952 -3.2310 -0.28 0.42 0.66
H -0.6156 1.9444 -3.9718 0.09 -0.09 0.44
H 0.8416 0.9718 -4.2999 -0.16 0.03 -0.91
H -0.4354 1.8489 -6.6121 0.45 -0.33 0.27
H -2.1154 1.8269 -6.2888 -0.14 -0.02 0.16
H -1.4531 0.6273 -7.3522 0.10 -0.26 0.08
H -3.1033 0.9912 -3.2255 -0.12 0.27 0.21
C -2.8074 3.8526 4.5257 -1.01 -0.45 1.72
O -2.4404 3.7994 3.2123 1.18 -0.22 -1.64
C -3.5079 3.6694 2.3238 -1.29 -0.28 -0.02
C -3.1461 3.6063 0.8570 0.33 2.16 -0.63
C -2.4359 4.9266 0.4474 0.75 -0.55 -1.15
N -4.3389 3.4543 -0.0190 0.95 -0.22 0.91
H -3.5500 4.6236 4.7310 0.16 0.66 -0.02
H -1.9519 3.9314 5.1965 0.14 0.34 -0.35
H -3.3356 2.9591 4.8585 -0.03 -0.59 -0.14
H -4.1461 2.8049 2.5065 0.22 -0.71 0.57
H -4.2175 4.4826 2.4768 -0.05 0.62 -0.08
H -2.4332 2.8052 0.6621 -0.17 -0.20 -0.01
H -2.8279 5.9100 0.7072 -0.40 -0.35 0.85
H -2.4125 5.0091 -0.6392 -0.09 -0.41 -0.28
H -1.3768 4.8701 0.6990 -0.05 0.23 0.43
H -4.8757 4.3058 0.0644 -0.23 0.18 -0.08
H -4.9111 2.7190 0.3708 -0.35 -0.28 -0.12
C -2.7729 -2.5936 5.9264 -0.15 1.82 1.68
O -3.3969 -1.8402 6.9879 -1.51 -1.75 -0.77
C -2.7578 -0.6892 7.3707 -0.23 0.09 1.19
C -3.7098 -0.0261 8.4227 -1.57 0.20 -0.48
C -5.1593 0.4477 7.9479 0.21 -1.37 -0.02
N -3.2051 1.1400 9.0324 1.70 2.24 -0.14
H -2.8324 -1.9225 5.0695 -0.04 -0.61 -0.69
H -3.3100 -3.5409 5.8798 0.27 0.20 -0.39
H -1.7280 -2.6691 6.2273 0.27 -0.68 -0.34
H -1.8768 -1.0284 7.9155 0.65 0.44 0.33
H -2.3903 -0.1346 6.5073 -0.39 0.76 -0.09
H -3.7449 -0.7201 9.2625 -0.79 -1.10 -0.61
H -5.1661 1.4284 7.4724 0.49 -0.09 -0.16
H -5.8766 0.5266 8.7649 0.45 0.11 0.63
H -5.7050 -0.2576 7.3210 0.53 -0.14 -0.42
H -2.3534 1.0138 9.5604 -0.17 0.04 0.18
H -3.9015 1.6688 9.5378 0.24 -0.17 0.08
C -1.6854 7.6067 3.1291 -0.80 0.56 -0.03
O -0.6792 8.6110 3.0424 0.28 -2.63 0.49
C -1.0594 9.8445 2.6059 -0.54 1.90 -0.14
C -2.1303 10.4870 3.4847 -0.15 2.84 2.26
C -2.4019 12.0067 3.2714 1.19 -0.85 -0.67
N -1.8413 10.3392 4.9476 -0.29 -1.39 -0.97
H -1.2857 6.5927 3.1384 0.34 0.27 -0.42
H -2.4261 7.7773 2.3479 0.15 -0.43 -0.53
H -2.3040 7.6793 4.0236 0.20 0.27 0.53
H -0.1027 10.3666 2.6114 -0.21 0.71 0.20
H -1.4239 9.9340 1.5826 -0.10 -0.69 -0.52
H -3.1441 10.1009 3.3781 0.24 -0.85 -0.39
H -3.1168 12.3838 4.0026 -0.41 -0.28 -0.47
H -2.6490 12.1037 2.2142 -0.58 0.59 0.12
H -1.5143 12.6180 3.4343 0.35 -0.15 -0.03
H -1.1028 10.9102 5.3332 0.16 0.53 -0.53
H -1.4306 9.4179 4.8961 0.19 -0.44 1.12
C 8.0072 4.7066 -2.9411 -0.55 1.24 1.30
O 7.1220 4.3893 -1.8512 -0.90 1.87 -2.93
C 7.6792 3.5640 -0.9432 -0.92 -1.36 1.51
C 6.5103 3.1651 0.0068 0.75 1.27 2.76
C 5.7182 4.3701 0.6831 -0.03 -0.67 -2.42
N 7.0392 2.5176 1.2220 1.58 -1.31 -0.10
H 8.7828 5.3576 -2.5377 1.22 -0.97 0.36
H 7.6139 5.5295 -3.5379 -1.15 -0.83 -0.59
H 8.2935 3.8001 -3.4744 0.29 0.34 -0.13
H 7.9535 2.6206 -1.4152 0.76 -0.19 0.04
H 8.5225 4.0804 -0.4847 0.30 -0.35 0.59
H 5.9562 2.3855 -0.5160 -0.61 0.53 -0.07
H 6.3344 4.7828 1.4818 -0.24 -0.13 0.01
H 4.7852 3.9161 1.0170 0.00 0.33 0.48
H 5.4852 5.1666 -0.0236 -0.15 0.06 -0.03
H 6.3821 2.2705 1.9482 -0.69 -0.15 -0.40
H 7.6536 3.1465 1.7191 0.33 0.19 -0.25
C 0.6436 -2.0593 4.4000 1.07 -0.64 0.21
O 1.4439 -1.8679 5.5876 -1.65 0.24 0.67
C 1.0484 -0.7141 6.3262 0.91 1.91 -1.45
C 1.6948 0.5342 5.5456 -0.14 -2.21 0.74
N 3.1309 0.6193 5.8011 -0.52 1.63 0.98
C 3.6814 1.9282 5.4998 1.53 -0.74 -0.74
C 5.2478 1.9821 5.5749 -1.98 0.24 -0.71
O 5.9124 1.1418 4.6062 1.31 0.43 1.99
C 7.3421 1.1121 4.9557 -0.22 -0.46 -1.32
H 1.0752 -1.5143 3.5605 0.03 -0.34 -0.05
H -0.4101 -1.7812 4.4223 -0.04 0.33 0.73
H 0.6734 -3.1415 4.2736 0.04 0.04 -0.52
H 1.3207 -0.7625 7.3805 0.86 -0.23 -0.21
H -0.0212 -0.5218 6.4103 -0.44 -0.51 -0.68
H 1.1035 1.4308 5.7319 0.65 0.38 0.56
H 1.5269 0.3460 4.4852 -0.23 -0.12 -0.27
H 3.7261 -0.1582 5.5533 -0.47 0.03 -0.40
H 3.2903 2.7178 6.1414 0.06 -0.19 0.61
H 3.4193 2.3111 4.5135 -0.18 -0.27 -0.65
H 5.5228 1.7543 6.6047 0.45 -0.03 -0.07
H 5.4147 3.0205 5.2884 0.67 0.24 0.43
H 7.6479 0.9474 5.9889 -0.92 -0.29 0.32
H 7.9094 2.0008 4.6793 -0.52 0.54 -0.30
H 7.7741 0.3162 4.3489 -0.10 -0.12 0.08
C -5.8311 1.9354 -2.6693 -1.67 2.24 -0.82
O -7.1785 2.0732 -2.0844 -0.13 -0.35 0.44
C -8.0031 3.2538 -2.3626 0.95 -0.82 -2.31
C -8.4028 3.2754 -3.9338 0.80 0.66 2.05
N -9.0849 2.1074 -4.3558 -0.29 -1.21 1.38
C -8.7249 1.7818 -5.6884 -1.70 -0.77 -0.96
C -9.2720 0.3463 -5.9322 0.83 2.20 -0.40
O -8.3509 -0.5332 -5.3447 -0.27 -0.68 -0.94
C -8.4376 -1.8283 -5.9474 -0.71 0.74 0.62
H -5.2593 2.8372 -2.4504 0.30 -0.14 0.54
H -5.9314 2.0056 -3.7524 0.04 -0.62 -0.23
H -5.2808 1.0343 -2.3986 -0.74 0.02 0.42
H -7.4653 4.1474 -2.0460 0.23 0.22 -0.42
H -8.9215 3.2650 -1.7755 0.16 -0.83 0.17
H -7.4937 3.2645 -4.5350 0.49 1.12 0.19
H -9.0660 4.1102 -4.1605 0.47 0.52 0.08
H -8.6926 1.3264 -3.8496 -0.12 -0.19 0.81
H -7.6523 1.8899 -5.8489 0.32 -0.42 -0.34
H -9.2364 2.4849 -6.3458 0.02 0.03 -0.38
H -9.4017 0.2595 -7.0110 0.30 -0.69 -0.24
H -10.2643 0.3078 -5.4827 -0.08 -0.28 0.19
H -9.4834 -2.1303 -6.0043 -0.27 -0.45 0.85
H -7.8221 -2.4356 -5.2836 -0.11 -0.48 -0.70
H -8.2431 -1.8275 -7.0199 1.18 0.15 -0.03
C -3.5165 -4.4101 -1.2131 0.27 0.38 0.01
O -3.3895 -5.7285 -0.6836 -2.62 1.93 0.86
C -2.4744 -6.5243 -1.2695 0.90 -0.98 -2.80
C -2.7548 -6.6908 -2.8723 2.15 1.01 0.79
N -1.9200 -7.7572 -3.4107 0.04 0.41 0.58
C -2.4671 -8.9576 -2.8936 -0.28 -1.12 -0.09
C -2.2076 -10.1846 -3.7409 -0.60 -0.54 1.29
O -3.0894 -10.2441 -4.8409 1.06 -0.34 -1.62
C -2.8614 -11.3176 -5.8278 -0.80 0.03 1.93
H -2.5974 -3.8341 -1.1048 0.37 -0.11 0.16
H -4.2874 -3.8241 -0.7129 -0.06 -0.56 0.50
H -3.7741 -4.3164 -2.2680 -0.03 -0.69 -0.25
H -2.5325 -7.5264 -0.8447 -0.25 0.20 0.22
H -1.4852 -6.1440 -1.0146 0.57 -0.03 -0.66
H -2.4323 -5.8144 -3.4343 -0.33 0.47 0.34
H -3.8254 -6.8489 -3.0023 -0.25 -0.08 0.00
H -1.8816 -7.8333 -4.4171 -0.30 0.54 -0.10
H -3.5348 -8.7768 -2.7691 -0.55 -0.74 -0.10
H -2.1224 -9.1597 -1.8795 0.39 -0.16 -0.04
H -2.4357 -10.9840 -3.0359 -0.05 -0.69 -0.15
H -1.1385 -10.2745 -3.9334 0.12 0.13 -0.70
H -3.5654 -11.1284 -6.6382 0.44 0.06 -0.03
H -3.1332 -12.2552 -5.3429 -0.52 -0.19 0.09
H -1.8429 -11.5683 -6.1243 0.31 1.13 -0.25
C 12.6391 -3.2655 -1.6624 0.35 0.43 -0.27
O 11.6675 -2.2493 -1.4421 2.22 0.58 -1.77
C 10.7989 -2.5754 -0.4712 -2.40 -0.87 1.99
C 9.8474 -1.4165 -0.1452 0.81 -0.03 -0.56
N 8.9591 -1.6149 0.9963 3.12 2.36 -0.92
C 7.8683 -2.4817 0.8365 -1.25 0.91 1.29
C 6.6393 -1.8045 1.5425 -1.99 -2.11 -0.21
O 5.5604 -1.3783 0.6020 0.09 1.76 1.47
C 4.5813 -0.3576 1.1540 0.87 -0.92 -1.43
H 13.2448 -3.0621 -2.5455 -0.47 0.40 -0.27
H 12.1788 -4.2416 -1.8151 -0.12 -0.12 0.25
H 13.3914 -3.2812 -0.8738 -0.28 -0.25 0.53
H 11.2283 -2.8179 0.5009 0.70 -0.12 0.19
H 10.2802 -3.4835 -0.7785 -0.58 -0.30 0.03
H 9.3287 -1.0843 -1.0444 -0.34 -0.17 -0.32
H 10.5523 -0.6135 0.0701 -0.17 0.28 0.31
H 8.7489 -0.6709 1.2874 -0.61 -0.19 0.15
H 8.2455 -3.3376 1.3962 -1.24 -0.82 -0.14
H 7.6492 -2.7475 -0.1976 -0.23 0.03 -0.14
H 6.8036 -1.1298 2.3826 0.68 0.92 -0.76
H 6.1903 -2.6102 2.1233 -0.42 -0.42 -0.06
H 4.1511 -0.6877 2.0996 0.38 0.26 0.12
H 3.7668 -0.1762 0.4527 -0.15 -1.41 -0.39
H 4.9332 0.6703 1.0662 1.13 -0.14 1.10
C 1.4160 4.2172 2.5116 0.02 2.74 -0.88
O 1.3684 2.8917 2.4296 0.41 -4.76 -0.04
C 0.9609 2.3260 1.1656 -1.31 -0.03 1.01
C 1.0270 0.7970 1.1936 0.92 -0.79 -0.72
N 0.1013 0.0304 2.0553 -0.12 2.69 0.37
C -1.2608 0.2226 1.5680 -0.32 -1.16 -1.26
C -1.9797 -1.1169 1.6220 -0.87 0.39 -1.48
O -3.3272 -0.9496 1.1617 -0.69 -0.06 1.53
C -3.4489 -0.6766 -0.2042 0.59 0.07 0.13
H 1.5465 4.6606 3.4987 -0.51 -0.75 0.49
H 0.4802 4.5434 2.0577 0.06 1.22 -0.03
H 2.3171 4.5810 2.0178 -0.06 0.50 -0.77
H 1.3604 2.8025 0.2704 1.07 -0.13 0.16
H -0.0980 2.5378 1.0171 -0.56 0.37 0.28
H 2.0328 0.4378 1.4112 0.10 0.22 0.10
H 0.7763 0.4061 0.2075 0.41 0.37 -0.45
H 0.0562 0.6766 2.8303 0.51 -0.51 1.31
H -1.1957 0.5336 0.5253 -0.14 -0.07 -0.26
H -1.8645 1.0074 2.0237 0.08 -0.06 0.60
H -1.8987 -1.5710 2.6096 -0.61 0.11 0.04
H -1.6285 -1.8410 0.8869 1.18 -0.05 0.17
H -4.4935 -0.8105 -0.4851 0.14 -0.01 -0.06
H -2.7753 -1.3218 -0.7682 -0.12 -0.47 -0.37
H -3.1004 0.3282 -0.4432 -0.31 0.43 -0.08
```
Forces are in eV/Å.

Calculated values
Highest occupied orbital energy in eV: -7.7
Energy relative to the best compared isomer or geometry (same formula, charge and spin) in kJ/mol: 495.32
SMILES: CC1(C)CCCC(C)(C)N1O.CC1(C)CCCC(C)(C)N1O.COC[C@H](C)N.COC[C@H](C)N.COC[C@H](C)N.COC[C@H](C)N.COCCNCCOC.COCCNCCOC.COCCNCCOC.COCCNCCOC.COCCNCCOC

Atom charges from the Löwdin analysis, given in e for atoms 1 to 8:
1 C -0.0352
2 C -0.4273
3 C 0.0027
4 C -0.1517
5 C -0.1658
6 C -0.1047
7 C -0.4601
8 C -0.0372